Record 1
This record from the Open Molecules 2025 dataset describes a 7-piece molecular cluster, C27H55F2NO14S overall. The level of theory is the ωB97M-V functional and the def2-TZVPD basis.

Structure (ORCA input):
```
! RIJCOSX wB97M-V def2-TZVPD def2/J DEFGRID3
* xyz 0 1
O 1.99434 -0.99992 3.33716
H -1.59508 -4.69897 -1.74860
H 4.55025 6.17475 0.52145
C -2.06978 4.13119 -2.44994
C -0.09379 2.70548 -2.25698
H 6.04963 -1.42009 4.68714
H 1.31856 4.19049 -2.81453
H -2.26993 -0.07198 -4.46197
H 5.25580 4.93427 1.53321
C -1.93298 -0.55871 -3.54520
H -1.81623 4.59578 -1.49603
C 6.58652 0.64794 4.18069
H 6.23603 -0.60790 6.96243
C -7.87734 -2.53832 -4.14253
H -1.48116 0.61653 -0.57305
O 7.19924 1.35174 3.42477
C 4.15197 2.48343 1.74356
S 2.08338 -5.85037 -0.13073
O -2.13128 -1.91222 0.46838
H -0.05334 0.03268 4.74614
H 4.37262 -0.41547 5.22253
H -3.12500 3.86678 -2.39956
C -2.42888 -1.28250 -0.51702
C -1.82692 5.05761 -3.62282
C -6.70274 -1.68261 -3.73319
H -2.21193 -7.02842 -0.60525
O 1.88834 3.20334 1.70632
H 1.46843 3.60454 -1.14935
H 0.99206 0.05898 1.09516
H 0.41092 -3.68185 -1.07517
H 7.74216 -0.95921 4.95509
H 3.90416 1.10255 5.95931
C 5.36923 0.03715 7.10368
C 6.87745 -0.82910 4.30553
H -3.51264 -2.01541 -3.47913
F 1.53705 -7.27333 0.21724
N 0.95889 -4.92070 0.53295
H -0.03552 -1.38859 1.14601
H -0.47490 0.18687 3.04768
H -7.48803 -3.45088 -4.58664
H -3.11312 0.66606 -1.25880
H -2.40417 5.97513 -3.50715
H -9.86646 1.05008 -4.07337
H -3.89790 -0.56589 -2.59939
C 1.80004 -1.66326 2.18991
H 7.11874 -1.20768 3.31562
H 5.13321 2.93581 1.85308
H -2.12328 4.57117 -4.55214
H 1.41701 -1.34724 0.13228
O 3.31426 4.62444 0.84232
O -2.61548 -1.92833 -1.67010
O 3.30816 -5.69489 0.56982
H -0.67864 -3.69533 0.31284
H -8.44393 -2.79623 -3.24867
H 0.21202 4.76181 -1.55128
C 5.28861 4.50067 -0.59796
C -3.08923 -1.24732 -2.84794
H -2.88212 -5.50592 0.03976
H -0.77412 5.32385 -3.71489
C 1.64064 0.38517 3.47060
H -0.03444 1.62993 3.97119
O 0.35657 1.59243 -2.28330
H 4.64046 -0.49614 7.71411
O 5.65267 1.21209 4.97539
H -1.47033 0.18949 -2.90743
H 6.28141 4.92239 -0.75388
C -1.96598 -6.06511 -0.15545
H 1.38288 -4.18353 1.09624
H -8.11693 -0.15803 -5.40445
H 5.38514 3.41812 -0.52011
C -1.00321 -5.29765 -1.05195
C -0.07600 -4.32623 -0.33902
C -2.49535 0.22665 -0.48176
H 5.70395 0.92065 7.64748
O 2.07567 -5.77865 -1.55437
H -7.47715 1.31658 -4.71493
C -7.87466 0.33513 -4.46205
H -1.15729 -1.28307 -3.79838
H 1.91483 0.94027 2.57769
C -9.08508 0.48530 -3.56463
O 2.23321 -2.78447 2.08588
O -1.38711 2.88205 -2.59816
H 4.18302 1.75336 0.93433
H 3.93619 1.96861 2.67606
F -1.40778 -6.35711 1.08897
C 0.18242 0.57153 3.82768
H 4.67560 4.71263 -1.47443
C 4.65263 5.09745 0.63963
H -0.43725 -5.99854 -1.66608
C 0.99311 -1.02820 1.08261
O -5.69672 -2.15821 -3.28346
H -9.49467 -0.48205 -3.27437
O -6.79513 -0.33811 -3.80565
C 0.76378 3.90255 -1.92213
H 2.26779 0.75868 4.27957
C 3.03841 3.46186 1.45873
H -8.54249 -2.07484 -4.86597
C 4.75173 0.44159 5.78193
H -8.81102 1.01127 -2.65022
H -2.90672 0.52168 0.48142
*
```

Properties
F_max in eV/Å: 0.95
HOMO in eV: -9.45
Kohn-Sham gap in eV: 9.775
Energy above the lowest of the compared OMol25 structures with the same formula, charge and spin in eV: 0.000

***

Record 2
This record from the Open Molecules 2025 dataset describes a 8-piece molecular cluster, C22H45Cl14N2O4S overall at a distorted geometry. The level of theory is the ωB97M-V functional and the def2-TZVPD basis.

Structure (ORCA input):
```
! RIJCOSX wB97M-V def2-TZVPD def2/J DEFGRID3
* xyz 1 1
C -7.87827 4.39765 -3.69324
C -4.42080 0.41635 -0.05961
C -3.96444 0.43675 7.37407
H -2.08983 -0.65495 -1.04591
C -8.77505 3.38955 -4.36885
Cl -6.14964 4.01236 -3.90901
Cl 7.11926 0.91786 0.93766
O 0.59601 2.78684 0.47040
H -5.56512 0.85966 -3.22524
C 2.03559 -4.89559 -6.03692
H -3.54910 0.19610 -2.16388
Cl -2.26613 -0.06344 7.15918
O 2.50805 2.49168 -1.15468
Cl 0.16808 -1.43922 4.22578
H 2.73142 -6.57313 -4.86672
H 5.24427 1.30931 -1.23850
S 1.08170 2.46386 -1.04561
H -0.26278 -2.55547 6.24601
H 3.65835 -4.57847 -0.42443
C -0.60028 -0.25358 0.39223
H -0.36427 2.93595 0.40593
Cl 3.31346 -4.64601 -3.63482
H 9.94445 3.78144 -0.20826
C 0.37462 0.93502 -1.72280
H 2.83904 -3.59764 0.79285
H -1.69771 -1.71506 5.64806
H 1.34800 -5.33687 -0.28495
C -2.96089 0.55941 0.45220
H 5.69534 2.77433 0.77701
H 5.48802 3.01100 -1.63328
H 1.99175 -5.41409 -6.99392
H -0.51213 -4.25029 4.37705
H -4.07816 1.43198 6.94932
H -4.93192 -0.41962 0.45125
H -2.58793 -3.87103 1.32207
C -2.47705 -1.74863 0.58786
H 2.29631 -3.85579 -6.22380
H -5.94888 -0.27564 7.01330
C -2.64383 -2.82864 1.06816
H 9.67427 2.98778 1.34530
Cl 3.37937 -2.36336 -1.14493
H -8.04752 5.40303 -4.07313
C -0.86381 -2.35684 5.35907
H -4.83967 2.02431 -2.37392
Cl -2.49653 -3.38505 3.42668
C 9.93406 3.93399 0.86969
C 1.55214 -4.37643 -0.75689
H -8.07012 4.40136 -2.62073
C 3.04418 -5.56696 -5.13847
Cl -4.82624 -0.54956 4.97156
H -4.14312 0.50183 8.44672
H 11.23450 4.66106 2.43386
H 12.01821 3.62697 1.23701
H -8.53350 2.37315 -4.06349
C -1.33951 -3.65771 4.76262
N -2.04482 -0.53435 -0.02687
Cl 7.27391 1.68852 -2.38020
C 6.49786 2.39254 0.14674
C 0.42041 -0.30154 -0.77685
H -2.56824 1.54662 0.12850
O -5.10613 1.62382 0.24962
H 1.41537 -0.51142 -0.35409
H 0.15468 -1.17714 -1.39509
Cl 8.62227 5.08259 1.25137
O 0.54949 3.52371 -1.86837
C 11.27358 4.41025 1.37558
Cl 0.39117 -4.93742 -5.34705
C -4.52898 0.17813 -1.62763
H -4.74243 -1.56033 7.10222
C 2.87583 -3.83669 -0.26868
Cl -8.66340 3.47342 -6.14420
H -2.97151 0.54609 1.55841
H 1.01470 0.68476 -2.59336
H 1.54725 -4.51932 -1.83288
H 7.29788 3.12883 0.13309
H 4.00561 -5.63460 -5.64609
Cl 0.18948 -3.29145 -0.33964
Cl 11.85672 5.84177 0.49065
C 5.97207 2.11821 -1.23954
N -5.40602 1.18323 -2.27053
C -4.92627 -0.54604 6.75323
H -9.81370 3.58778 -4.10637
H -0.31918 -1.05995 1.09472
H -4.55059 2.35912 -0.04519
H -1.85692 -4.24786 5.51870
H -0.59261 0.67571 0.98230
H -0.62834 1.12442 -2.15733
H -5.02535 -0.80291 -1.76205
*
```

Properties
F_max in eV/Å: 4.72
HOMO in eV: -11.75
Kohn-Sham gap in eV: 9.064

***

Record 3
This record from the Open Molecules 2025 dataset describes C38H42MgN9OPSe3Te as an isolated structure at a distorted geometry. The level of theory is the ωB97M-V functional and the def2-TZVPD basis.

Structure (ORCA input):
```
! RIJCOSX wB97M-V def2-TZVPD def2/J DEFGRID3
* xyz -2 1
C -3.34290 -1.70640 -5.18070
N -2.70070 1.03170 -0.52660
C -1.01750 3.82290 -5.09270
N -5.97190 -5.80490 0.74420
C -0.01590 1.80110 -5.82280
C -3.65770 2.92130 -1.65550
H -2.63170 -2.30980 3.62330
H -2.09730 -1.45960 -2.08330
C 2.41550 5.16870 1.93240
H 0.19140 -4.08470 3.27980
N -1.69490 3.19250 -0.43910
H 2.46690 -0.53700 4.11130
H -2.46220 0.13880 3.31410
H 2.20780 0.56920 -2.70600
C -2.12900 -1.71390 -3.14150
C -3.41010 -2.33580 2.86720
H 2.94130 -1.64340 -2.29170
H -0.09290 5.64950 -0.32100
H -1.18480 -2.71230 1.76000
H -5.56650 0.17850 -2.05240
H -2.10690 2.52220 -3.73480
C 2.33480 -0.04530 -3.60400
H -3.93010 -2.90570 -3.43570
C -2.17790 -0.70440 -5.27260
C -5.52020 -2.37970 1.07620
C -3.80110 -1.11060 2.25110
H -3.58570 -4.45550 2.93560
H -1.53070 -2.62120 -3.29890
H -0.17340 0.84570 -6.32370
C 1.42220 -2.40100 3.86730
H 1.78740 6.85810 0.76760
C -0.96450 2.89690 -6.30460
H 3.22910 5.71660 2.38700
N -1.65110 -0.59170 -3.92710
H 2.05530 -2.97350 4.53090
H 1.02760 2.10340 -5.99260
C 2.20880 3.84730 2.27290
H -6.38380 -2.40470 0.42200
Se 0.42510 -1.55970 -0.64430
C -0.70980 2.87540 0.38050
Mg -1.42230 0.06080 0.76420
C -5.52420 -4.81140 1.13090
H -3.60960 1.00110 2.20420
Se 2.14920 -0.33620 0.19800
H -1.95550 2.48000 -6.49580
C -2.64410 2.35110 -0.83410
C -1.07230 2.83170 -3.93480
C -3.71150 0.31110 -0.97730
H 0.60260 -2.42810 -3.33120
H -2.52770 0.27730 -5.60630
C 3.12770 -1.31520 -3.31530
C 0.30030 3.84110 0.76190
H 2.84750 3.32860 2.97270
H -5.38170 -0.26290 1.04270
C 1.59200 5.81990 1.00950
H 4.19780 -1.17580 -3.44380
H -1.87490 4.49320 -5.10530
C -3.95300 -3.53360 2.50120
H 2.91770 -2.20770 -5.27610
H -4.24130 -1.31550 -5.66170
H -0.10240 4.41520 -5.04040
C -4.69400 2.15870 -2.10950
C 1.64770 -1.07210 3.65560
C 0.37420 -3.02700 3.18280
H -3.71070 -0.73010 -0.67530
Se 3.94700 -1.65420 0.30010
H -3.56180 3.97170 -1.88940
H -3.07040 -2.64610 -5.66670
H 0.49910 -2.26960 -5.11330
C 2.52160 -2.33330 -4.26670
C 1.04760 -1.95790 -4.21820
C 0.82430 -0.34290 2.75620
Te 1.08460 -3.93970 -0.74400
H -4.20170 -1.15610 -3.27710
H 2.68240 -3.35340 -3.92410
H -0.60990 3.38650 -7.21060
O -0.33530 0.67720 -2.07380
N -0.23180 -0.94540 2.16510
C -4.99890 -3.59620 1.55910
N -0.48520 1.71990 1.03220
H -1.42800 -1.06100 -5.98910
C -3.53690 -1.92040 -3.67790
C 0.60830 1.84730 1.83250
C -0.39640 -2.25660 2.35060
H -5.46740 2.58800 -2.73800
P -0.30330 0.30950 -3.49160
C -3.08600 0.07820 2.42940
C 0.53810 5.16070 0.40730
N -0.26820 1.70340 -4.39840
N 1.04060 -0.49550 -4.11630
N 1.18920 0.94630 2.58260
C -4.74210 0.80690 -1.74820
C -4.95630 -1.18670 1.42070
H 2.82350 0.57790 -4.36620
H -0.66500 3.22680 -3.00180
C 1.13540 3.18700 1.69540
*
```

Properties
F_max in eV/Å: 1.99
HOMO (alpha / beta) in eV: -0.16 / -0.75
Kohn-Sham gap (alpha / beta) in eV: 3.678 / 4.640
Energy above the lowest of the compared OMol25 structures with the same formula, charge and spin in eV: 2.547